ORCA calculation (ωB97M-V/def2-TZVPD) on the molecule C4H4N2O.

The geometry in XYZ format:
```
11
Properties=species:S:1:pos:R:3:forces:R:3:mulliken_charge:R:1
N 2.805145 0.009231 -0.147697 2.142 0.314 0.130 -0.438
C 1.705344 -0.081841 0.118998 4.743 -0.876 -0.476 0.326
C 0.403556 -0.136529 0.086008 -4.623 3.848 0.389 0.424
N -0.319444 -1.142255 0.046904 0.579 -3.464 0.282 -0.328
O -1.601983 -0.929302 -0.029488 0.041 2.971 -1.077 -0.219
C -1.675203 0.630815 -0.124066 -3.517 -1.698 4.876 -0.497
C -0.323912 1.251521 0.040154 -3.085 -6.340 9.112 -0.551
H -2.453410 0.700319 0.737467 1.789 0.664 -0.700 0.238
H -2.333381 0.908880 -0.853780 -0.798 0.405 -2.989 0.369
H -0.274145 1.946003 0.978493 0.208 -1.828 -1.184 0.257
H -0.181817 1.826589 -0.647290 2.520 6.005 -8.365 0.419
```
Positions in Å, forces in eV/Å.

As for the spin multiplicity: 1. For the lowest unoccupied orbital energy, the calculation gives 0.43 eV. The SMILES is N#CC1=NOCC1.